Computed, not measured: a 8-piece molecular cluster, C29H49F3O19S5 overall, with wB97M-V/def2-TZVPD.

The geometry in XYZ format:
```
105
Properties=species:S:1:pos:R:3:lowdin_charge:R:1
O -2.288 -1.026 0.947 0.19
C -3.274 -0.612 0.459 -0.53
O -3.779 -0.871 -0.767 0.05
C -5.196 -0.657 -0.705 -0.04
C -5.290 0.378 0.413 -0.29
F -6.379 0.144 1.224 0.05
O -4.113 0.222 1.140 0.14
H -5.508 -0.236 -1.659 0.12
H -5.783 -1.569 -0.614 0.15
H -5.418 1.384 0.012 0.17
O 3.427 1.079 -0.856 0.18
C 2.418 0.745 -0.329 -0.54
O 1.760 1.396 0.638 0.08
C 0.569 0.712 0.973 -0.08
C 0.382 -0.263 -0.192 -0.30
F -0.379 0.275 -1.194 0.07
O 1.729 -0.412 -0.604 0.11
H 0.606 0.157 1.904 0.09
H -0.243 1.432 1.081 0.14
H 0.070 -1.220 0.196 0.13
O 1.640 -5.386 -3.280 0.20
C 0.749 -5.238 -2.541 -0.57
O 0.037 -4.101 -2.427 0.07
C -0.956 -4.275 -1.397 -0.05
C -1.049 -5.787 -1.307 -0.30
F -1.945 -6.272 -2.218 0.07
O 0.236 -6.188 -1.703 0.12
H -0.470 -3.908 -0.491 0.13
H -1.890 -3.768 -1.605 0.11
H -1.220 -6.126 -0.290 0.17
O -0.089 0.810 4.073 -0.33
S -1.402 0.272 4.358 0.65
O -2.506 0.877 3.664 -0.31
C -1.298 -1.518 4.303 -0.20
C -1.485 -1.985 5.764 -0.20
C -1.182 -0.842 6.734 -0.21
C -1.736 0.457 6.109 -0.22
H -0.281 -1.630 3.932 0.07
H -2.068 -1.913 3.650 0.11
H -2.511 -2.329 5.880 0.12
H -0.842 -2.856 5.890 0.11
H -0.128 -0.632 6.939 0.11
H -1.666 -1.051 7.686 0.11
H -1.320 1.417 6.393 0.11
H -2.816 0.429 6.266 0.11
O -0.498 6.865 0.693 -0.34
S 0.655 6.427 1.439 0.66
O 1.947 6.851 0.962 -0.32
C 0.436 6.781 3.178 -0.24
C 0.987 5.564 3.876 -0.22
C 0.452 4.371 3.071 -0.23
C 0.563 4.596 1.576 -0.19
H -0.656 6.816 3.233 0.11
H 0.829 7.776 3.373 0.11
H 2.074 5.558 3.769 0.12
H 0.683 5.534 4.917 0.12
H -0.557 4.127 3.413 0.12
H 0.978 3.495 3.466 0.11
H -0.300 4.307 0.987 0.10
H 1.454 4.293 1.028 0.10
O 1.823 -2.020 1.929 -0.29
S 1.924 -3.300 2.569 0.67
O 0.922 -4.293 2.259 -0.33
C 3.493 -4.140 2.324 -0.23
C 4.408 -3.574 3.360 -0.23
C 3.592 -3.491 4.680 -0.20
C 2.149 -3.068 4.375 -0.20
H 3.744 -4.109 1.265 0.12
H 3.339 -5.194 2.568 0.12
H 5.359 -4.085 3.509 0.12
H 4.764 -2.566 3.111 0.12
H 4.107 -2.722 5.252 0.11
H 3.619 -4.444 5.206 0.11
H 2.012 -2.032 4.661 0.10
H 1.422 -3.791 4.738 0.09
O 5.636 2.619 -5.232 -0.31
S 4.585 3.593 -5.163 0.67
O 4.821 4.941 -4.737 -0.33
C 3.658 3.695 -6.753 -0.20
C 2.371 2.896 -6.531 -0.23
C 2.578 2.012 -5.292 -0.23
C 3.162 2.950 -4.247 -0.21
H 4.296 3.522 -7.611 0.10
H 3.419 4.756 -6.695 0.09
H 1.511 3.562 -6.423 0.11
H 2.115 2.250 -7.375 0.11
H 3.352 1.327 -5.660 0.11
H 1.694 1.478 -4.955 0.11
H 3.276 2.672 -3.203 0.10
H 2.459 3.794 -4.186 0.11
O -3.019 -2.979 -3.513 -0.32
S -3.703 -1.813 -4.020 0.69
O -5.105 -1.653 -3.715 -0.32
C -2.658 -0.358 -3.643 -0.20
C -1.692 -0.408 -4.800 -0.23
C -2.388 -0.749 -6.124 -0.20
C -3.390 -1.845 -5.794 -0.23
H -2.220 -0.622 -2.694 0.07
H -3.379 0.459 -3.652 0.11
H -1.119 0.515 -4.920 0.11
H -0.944 -1.175 -4.582 0.13
H -1.629 -0.994 -6.860 0.12
H -2.973 0.103 -6.477 0.12
H -3.185 -2.873 -6.098 0.11
H -4.362 -1.722 -6.283 0.10
```

Properties
gap between HOMO and LUMO	9.839	eV
SMILES string	O=C1OC[C@@H](F)O1.O=C1OC[C@@H](F)O1.O=C1OC[C@@H](F)O1.O=S1(=O)CCCC1.O=S1(=O)CCCC1.O=S1(=O)CCCC1.O=S1(=O)CCCC1.O=S1(=O)CCCC1
DFT total energy	-132096.5251	eV
E_HOMO	-9.86	eV
total charge	0